(1)
# C29H65AsBrClCsN5O6Si5

A structure of composition C29H65AsBrClCsN5O6Si5 (ωB97M-V with the def2-TZVPD basis set, the OMol25 dataset).

For the relative energy (zero: lowest compared OMol25 entry of this formula, charge and spin), the calculation gives 0.7083 eV. The LUMO energy (alpha / beta) is 3.30 / 3.30 eV. As for the total charge: -2. The total energy is -8606.76788 Ha.

Atoms and positions in Å:
Cs  0.78  0.26  -0.30
O  3.52  -2.52  -1.67
Cl  2.15  -2.51  -1.24
O  1.61  -3.84  -1.22
O  1.36  -1.67  -2.12
O  2.08  -1.95  0.10
N  -1.84  2.47  0.76
C  -0.86  3.39  0.18
C  -1.09  4.88  0.51
C  -1.54  5.75  -0.67
C  -0.55  5.77  -1.84
N  0.85  5.87  -1.47
C  1.24  6.91  -0.62
N  1.19  8.25  -1.08
N  2.44  6.63  0.09
C  0.56  2.99  0.64
O  1.53  3.48  0.01
O  0.64  2.15  1.57
H  -2.75  2.91  0.79
H  -1.54  2.24  1.71
H  -0.89  3.25  -0.90
H  -0.17  5.32  0.92
H  -1.84  4.95  1.31
H  -1.71  6.77  -0.30
H  -2.50  5.39  -1.05
H  -0.82  6.57  -2.53
H  -0.64  4.85  -2.42
H  1.17  4.97  -1.10
H  0.46  8.36  -1.77
H  2.08  8.50  -1.54
H  2.52  5.64  0.27
H  2.46  7.13  0.97
C  2.75  0.24  6.44
Si  1.62  0.46  4.95
C  1.35  2.31  4.76
C  -0.01  -0.38  5.38
As  2.19  -0.43  2.86
Si  4.32  0.50  2.44
C  5.46  0.46  3.94
C  5.17  -0.41  1.04
C  4.09  2.29  1.96
Si  2.72  -2.67  3.39
C  3.22  -3.02  5.17
C  4.10  -3.38  2.33
C  1.13  -3.62  3.06
H  2.25  0.70  7.29
H  3.71  0.74  6.30
H  2.94  -0.81  6.69
H  0.64  2.66  5.52
H  0.95  2.54  3.76
H  2.29  2.85  4.89
H  -0.53  0.17  6.18
H  0.16  -1.40  5.73
H  -0.67  -0.42  4.51
H  5.48  -0.51  4.43
H  5.17  1.22  4.68
H  6.49  0.69  3.62
H  5.82  -1.20  1.41
H  5.78  0.31  0.49
H  4.46  -0.87  0.34
H  3.52  2.84  2.72
H  3.53  2.41  1.03
H  5.07  2.77  1.85
H  4.03  -2.38  5.52
H  3.57  -4.06  5.23
H  2.37  -2.92  5.86
H  5.08  -3.04  2.68
H  3.99  -3.14  1.27
H  4.07  -4.47  2.44
H  0.28  -3.15  3.55
H  1.21  -4.65  3.41
H  0.93  -3.64  1.98
C  -4.99  -3.63  -0.36
Si  -3.68  -2.63  -1.25
C  -2.68  -3.73  -2.38
C  -4.48  -1.24  -2.22
C  -2.48  -1.84  0.00
H  -5.63  -4.14  -1.08
H  -5.62  -2.98  0.26
H  -4.54  -4.38  0.29
H  -3.32  -4.33  -3.03
H  -2.05  -4.42  -1.80
H  -2.01  -3.14  -3.01
H  -5.26  -1.61  -2.89
H  -3.73  -0.72  -2.83
H  -4.92  -0.51  -1.55
H  -2.31  -0.83  -0.39
H  -1.53  -2.38  -0.06
Br  -2.20  3.49  -7.59
C  -2.36  1.88  -5.31
C  -1.38  0.92  -5.15
C  -0.96  0.61  -3.86
N  -1.47  1.17  -2.76
C  -2.39  2.12  -2.94
C  -2.87  2.52  -4.19
H  -0.93  0.42  -6.00
H  -0.20  -0.15  -3.70
H  -2.79  2.57  -2.04
H  -3.62  3.29  -4.26
C  -3.11  -2.94  5.26
Si  -4.14  -1.84  4.16
C  -5.87  -2.55  4.02
C  -4.24  -0.11  4.87
C  -3.40  -1.79  2.50
C  -2.96  -1.80  1.37
H  -3.63  -3.16  6.20
H  -2.16  -2.46  5.51
H  -2.88  -3.89  4.76
H  -6.33  -2.65  5.01
H  -5.85  -3.53  3.54
H  -6.51  -1.89  3.42
H  -4.82  -0.10  5.79
H  -4.71  0.57  4.15
H  -3.24  0.28  5.09



(2)
# C29H65F6O27S2V3

A structure of composition C29H65F6O27S2V3 (ωB97M-V with the def2-TZVPD basis set, the OMol25 dataset).

The LUMO energy (alpha / beta) is 1.47 / 1.47 eV. The expectation value of S² is 0.7546. As for the total charge: -1. As for the spin multiplicity: 2. The total energy is -7403.02301 Ha.

Atoms and positions in Å:
O  -18.09  32.12  21.53
V  -16.71  32.12  20.79
O  -15.95  33.36  21.38
O  -12.31  28.94  24.98
V  -12.51  29.34  23.42
O  -11.99  30.83  23.15
O  -18.48  27.19  21.99
V  -17.10  26.81  21.28
O  -16.65  25.42  22.02
C  -19.85  29.81  18.78
F  -20.18  30.62  17.80
F  -20.26  30.33  19.95
F  -20.44  28.66  18.62
S  -17.96  29.52  18.74
O  -17.69  28.40  19.63
O  -17.58  29.22  17.35
O  -17.42  30.76  19.30
S  -14.93  29.42  22.12
O  -14.64  29.49  23.53
O  -13.59  29.31  21.56
O  -15.75  28.26  21.80
O  -15.68  30.62  21.78
C  -15.03  26.82  18.82
O  -15.87  25.86  19.49
C  -16.65  25.13  18.50
C  -17.82  24.38  19.17
O  -18.61  25.44  19.71
C  -19.86  25.08  20.26
H  -14.38  27.27  19.57
H  -15.62  27.65  18.44
H  -14.36  26.51  18.02
H  -15.90  24.48  18.06
H  -17.07  25.78  17.73
H  -17.50  23.71  19.97
H  -18.40  23.83  18.43
H  -20.41  25.99  20.47
H  -19.80  24.54  21.21
H  -20.44  24.46  19.58
C  -15.49  32.82  26.74
O  -14.69  33.61  25.92
C  -14.62  33.15  24.54
C  -13.69  34.09  23.75
O  -12.36  33.96  24.26
C  -11.45  34.56  23.35
H  -15.23  32.93  27.79
H  -15.37  31.76  26.52
H  -16.51  33.14  26.51
H  -15.63  33.14  24.12
H  -14.24  32.13  24.46
H  -14.06  35.10  23.96
H  -13.75  33.87  22.69
H  -11.28  33.90  22.50
H  -10.49  34.58  23.88
H  -11.66  35.58  23.03
C  -9.21  29.13  22.61
O  -10.51  28.57  22.52
C  -10.36  27.15  22.28
C  -11.79  26.53  22.18
O  -12.67  26.94  23.27
C  -13.79  26.06  23.36
H  -9.35  30.19  22.86
H  -8.73  29.12  21.63
H  -8.65  28.72  23.45
H  -9.84  26.64  23.09
H  -9.89  26.92  21.32
H  -11.63  25.46  22.19
H  -12.29  26.81  21.25
H  -14.59  26.48  23.98
H  -13.49  25.10  23.81
H  -14.19  26.02  22.35
C  -18.01  31.03  24.70
O  -19.03  30.23  25.39
C  -19.06  28.89  24.95
C  -20.25  28.13  25.64
O  -21.53  28.40  25.07
C  -22.64  27.72  25.69
H  -18.12  32.01  25.15
H  -18.26  31.12  23.64
H  -17.00  30.66  24.85
H  -18.15  28.31  25.09
H  -19.24  28.96  23.87
H  -20.19  28.42  26.69
H  -19.99  27.07  25.64
H  -22.81  27.95  26.75
H  -22.70  26.63  25.64
H  -23.51  28.16  25.20
C  -18.31  34.63  19.50
O  -17.51  33.50  19.18
C  -16.63  33.82  18.07
C  -15.70  32.64  17.73
O  -15.16  32.21  19.00
C  -14.38  31.01  18.85
H  -17.70  35.36  20.03
H  -19.06  34.34  20.24
H  -18.70  35.10  18.60
H  -16.01  34.63  18.47
H  -17.17  34.14  17.18
H  -14.84  32.94  17.13
H  -16.20  31.83  17.20
H  -15.00  30.14  18.64
H  -13.90  30.87  19.82
H  -13.59  31.14  18.11
C  -10.83  30.95  20.22
O  -10.23  30.99  18.95
C  -9.81  32.39  18.57
C  -9.32  32.46  17.08
O  -8.19  31.57  16.92
C  -7.68  31.35  15.60
H  -11.19  29.94  20.41
H  -11.59  31.72  20.38
H  -10.14  31.16  21.03
H  -9.01  32.76  19.22
H  -10.72  32.95  18.74
H  -9.02  33.49  16.88
H  -10.21  32.24  16.48
H  -8.34  30.75  14.97
H  -6.78  30.73  15.62
H  -7.41  32.30  15.12
C  -15.03  28.79  26.77
C  -14.77  27.27  26.83
O  -15.88  26.57  27.37
C  -16.36  25.55  26.66
O  -15.89  24.97  25.69
C  -17.76  25.06  27.11
F  -17.72  23.77  27.53
F  -18.24  25.86  28.10
F  -18.59  25.11  26.11
H  -15.67  29.15  25.96
H  -14.08  29.30  26.65
H  -15.49  29.13  27.70
H  -13.93  27.15  27.51
H  -14.30  26.88  25.93